No. 1
DFT (wB97M-V/def2-TZVPD) results for a structure of composition C29H48BrN3P2PdS in a non-equilibrium geometry.

```
85
Properties=species:S:1:pos:R:3:forces:R:3
N -6.856077 5.069744 -4.799061 3.289 -1.942 2.180
C -6.507900 5.550463 -3.601377 -1.375 1.268 -0.006
C -5.462131 4.999792 -2.853733 0.428 -0.683 -0.898
C -4.737094 3.885312 -3.368917 -0.976 0.823 -0.924
C -5.174326 3.367582 -4.614055 -0.331 1.094 0.695
C -6.223294 4.002419 -5.297308 -0.674 -0.273 -1.177
C -3.619980 3.278478 -2.649744 -0.008 -0.186 -0.157
Pd 1.599570 0.112165 0.190060 -2.449 -0.649 1.655
P 4.493066 -0.635654 -0.063245 0.475 -1.306 -0.237
C -2.885542 2.244289 -3.127096 -1.597 1.092 -0.575
C -2.029650 1.522682 -2.257376 0.740 -0.242 0.016
C -0.861220 0.964306 -2.789887 0.080 0.455 0.002
C 0.157516 0.648068 -1.914769 -0.231 -0.133 0.736
C -0.098497 0.835277 -0.554478 0.747 -0.197 -0.775
C -1.264279 1.317544 0.000436 -0.011 -0.711 0.414
C -2.298319 1.550467 -0.888473 0.415 0.310 0.107
Br 1.124749 -1.310569 2.578538 0.086 0.738 -0.384
H -3.403151 3.715507 -1.672279 -0.167 -0.363 -0.161
H -2.882025 1.997017 -4.187980 -0.229 -0.141 0.218
H -5.197883 5.478158 -1.910832 -0.201 -0.110 -0.248
H -4.693812 2.493394 -5.044558 -0.406 0.261 -0.208
H -7.094598 6.403345 -3.231908 0.308 -0.280 -0.070
H -6.546778 3.623367 -6.265069 -0.048 0.080 0.062
H -0.743487 0.880248 -3.870619 0.089 0.083 0.269
H -3.298469 1.799522 -0.550566 0.221 0.200 0.106
H 1.122515 0.275893 -2.260455 -0.087 -0.082 -0.163
H -1.355194 1.473467 1.073771 -0.252 -0.206 -0.559
P -0.356884 -1.983534 0.087837 -1.233 -2.702 -0.956
C 3.931893 1.051527 0.289742 -0.420 -0.070 0.450
C 5.040772 2.088922 0.088892 0.161 0.262 -0.317
H 3.524671 1.110538 1.312950 0.469 -0.108 -0.110
H 3.056959 1.234236 -0.397958 0.746 0.640 -0.259
H 4.732799 3.049502 0.508980 0.054 -0.140 -0.077
H 5.951640 1.752993 0.590746 -0.099 0.146 0.016
H 5.269427 2.228815 -0.972458 -0.018 -0.024 0.189
C 4.036892 -1.210760 -1.727570 -0.010 0.431 -0.266
C 5.030179 -2.173787 -2.382969 0.280 -0.411 0.014
H 3.890562 -0.330386 -2.362252 0.102 0.065 0.098
H 3.059658 -1.697023 -1.631571 0.082 0.061 0.061
H 4.766841 -2.313659 -3.435907 0.018 0.100 0.196
H 6.052942 -1.795713 -2.333718 -0.100 0.007 -0.082
H 5.014462 -3.164796 -1.917180 0.001 0.199 0.012
C 4.110316 -1.931490 1.160128 -0.297 -0.006 0.303
C 5.025939 -2.006120 2.394098 0.197 0.033 -0.009
H 4.075762 -2.916374 0.658705 0.130 0.536 -0.129
H 3.069299 -1.712906 1.502078 0.711 -0.118 -0.361
H 4.577518 -2.668170 3.147460 0.149 0.112 -0.316
H 5.994481 -2.414242 2.083844 -0.153 0.093 0.288
H 5.190404 -1.033558 2.873380 -0.043 -0.138 -0.166
C -0.618276 -3.429191 1.244615 0.395 0.602 1.199
C -1.528739 -4.580265 0.838429 -0.336 -0.028 -0.420
H -0.974753 -2.981582 2.183727 0.067 -0.276 -0.193
H 0.387481 -3.811914 1.466891 -0.151 0.233 -0.101
H -2.575837 -4.386894 1.094076 0.215 0.027 -0.232
H -1.452925 -4.839887 -0.222548 -0.066 -0.034 0.120
H -1.237171 -5.469346 1.408251 0.044 0.190 -0.098
C 0.513113 -2.891078 -1.282447 0.667 0.468 0.125
C -0.147831 -2.821835 -2.652252 0.007 -0.045 -0.447
H 0.614190 -3.934636 -0.940669 -0.006 0.394 -0.031
H 1.527233 -2.462166 -1.323030 -0.312 -0.433 -0.107
H -1.096116 -3.375951 -2.677365 0.349 0.187 -0.033
H -0.333366 -1.787887 -2.977797 0.017 -0.372 0.077
H 0.523599 -3.289264 -3.387220 -0.233 0.121 0.174
C -2.070751 -1.783651 -0.603966 0.183 1.054 0.007
C -3.118637 -1.480600 0.462562 -0.319 0.011 0.095
H -2.334084 -2.708447 -1.135321 0.429 0.108 0.216
H -2.036422 -0.979098 -1.354750 0.000 -0.387 0.176
H -3.909496 -0.850752 0.038839 0.120 -0.178 0.133
H -3.589752 -2.404388 0.816936 0.138 0.303 0.055
H -2.696783 -0.947382 1.320182 -0.115 -0.043 0.007
S 0.981573 2.173162 1.909374 0.512 0.575 -0.750
C 0.619549 1.600037 3.479320 -0.141 -0.967 2.981
N -0.616916 1.175443 3.807962 0.764 -0.070 -1.511
C -0.860439 0.221178 4.890619 -0.351 -0.080 0.491
C 0.091855 0.492465 6.032879 -0.302 0.307 0.583
C 1.526603 0.712814 5.603164 0.150 0.112 0.662
N 1.580943 1.575813 4.422029 -0.221 -0.270 -1.850
H -1.233335 1.090739 3.002291 0.051 0.210 0.494
H -0.758617 -0.802515 4.512943 -0.011 0.209 -0.088
H -1.895045 0.357110 5.228761 0.251 -0.042 -0.105
H 0.043411 -0.322070 6.764871 0.018 0.190 -0.182
H -0.260782 1.398208 6.538691 0.114 -0.152 0.048
H 2.064719 -0.227159 5.402639 -0.185 0.274 -0.165
H 2.060519 1.227730 6.408469 -0.015 -0.140 -0.151
H 2.501082 1.836964 4.072543 -0.290 0.077 0.323
```
Forces are in eV/Å.

## Properties
HOMO level (alpha / beta): -18.48 / -18.46 eV
Spin multiplicity: 5
Total charge: +4
<S²>: 6.0724

***

No. 2
DFT (wB97M-V/def2-TZVPD) results for a structure of composition C16H25CoN5O5 in a non-equilibrium geometry.

```
52
Properties=species:S:1:pos:R:3:forces:R:3
O -3.429480 -1.684661 1.805426 0.971 2.484 -1.128
H -3.562510 -1.052042 2.539704 -0.104 -0.618 -0.296
Co -0.086623 -0.440128 0.772201 0.593 4.291 1.581
N 0.937039 -1.068813 -0.642879 0.117 -1.625 -3.699
N -1.443654 -0.321900 -0.482122 -1.151 0.729 -3.339
O 2.286447 -1.500837 -0.650450 -1.086 -0.119 -1.222
O -2.379016 0.564037 -0.486561 -0.296 -2.741 2.258
C 0.156699 -1.462887 -1.690399 1.587 -0.497 2.717
C -1.197901 -1.040337 -1.624231 -0.027 1.113 2.455
C 0.659240 -2.413634 -2.717605 -0.044 0.044 -0.794
C -2.227405 -1.321011 -2.620919 -0.032 0.165 -0.707
H 1.622881 -2.871889 -2.389120 -0.856 0.328 -0.502
H 0.774191 -1.809827 -3.655426 0.160 -0.809 0.484
H -0.110862 -3.209044 -2.909571 0.774 0.762 0.150
H -3.201207 -1.044046 -2.257542 -0.305 0.263 0.177
H -2.252064 -2.374193 -2.868962 0.066 -0.351 -0.048
H -2.022108 -0.773964 -3.529789 -0.172 0.240 -0.422
H 2.533964 -1.212793 -1.554108 0.671 -0.166 0.722
H -3.027872 -1.030592 1.118630 -1.070 -1.734 1.442
O -1.901626 2.122036 -2.177618 -0.364 -0.257 0.488
H -2.532495 2.749184 -2.524913 -0.244 0.171 -0.024
H -2.332180 1.604103 -1.374884 0.983 1.213 -2.108
C -0.303219 -1.959782 1.620190 -2.896 -4.404 2.550
H -0.159942 -1.431633 2.631667 2.190 -0.567 -1.648
H -0.101555 -2.514000 0.600758 1.008 0.437 2.830
H -0.998463 -2.652572 2.225212 -0.193 0.840 -1.887
O 4.623668 -2.138220 0.896923 0.352 0.031 0.067
H 3.736800 -2.208915 0.537217 -0.241 -0.006 0.044
H 4.641786 -2.666802 1.699561 -0.081 0.001 -0.055
C 3.514402 2.756932 -2.400048 0.083 -0.019 -0.511
C 3.843841 1.730703 -1.507397 -0.216 0.348 -0.113
C 2.869784 1.203654 -0.663229 -0.249 0.909 0.394
C 1.580773 1.758965 -0.694468 -0.401 -0.636 -1.486
C 1.209032 2.659581 -1.703009 0.566 0.356 -0.034
C 2.185209 3.196656 -2.534338 0.375 -0.311 0.529
N 0.577291 1.359388 0.202879 0.089 1.709 -0.577
N -0.118478 2.434710 0.619552 0.907 -0.199 0.152
C -0.464239 2.220819 1.898796 -0.569 -1.139 -1.362
C -1.033861 3.229553 2.714578 0.316 0.311 0.663
C -1.065061 3.004325 4.086529 0.274 -0.245 -0.661
C -0.602190 1.744048 4.533208 0.016 -0.219 0.372
C -0.229963 0.762657 3.623832 -0.534 0.017 0.293
N -0.197884 0.917685 2.297532 -1.125 1.455 2.269
H 4.299946 3.182419 -3.040094 -0.387 -0.163 0.337
H 4.870821 1.380687 -1.417332 -0.199 0.066 -0.103
H 3.130389 0.480788 0.098565 0.014 0.127 -0.051
H 0.162434 2.931641 -1.788984 0.162 0.038 0.071
H 1.908759 3.989937 -3.225556 0.176 -0.265 -0.056
H -1.286239 4.203380 2.255082 0.164 -0.831 0.285
H -1.382195 3.773182 4.813478 0.123 -0.527 -0.606
H -0.553973 1.509824 5.597043 -0.055 0.066 -0.331
H 0.004159 -0.237854 3.958569 0.160 -0.063 0.440
```
Forces are in eV/Å.

## Properties
HOMO level (alpha / beta): -6.71 / -7.70 eV
Spin multiplicity: 4
Total charge: 0
<S²>: 3.9704

***

Calculated energy above the lowest of the compared OMol25 structures with the same formula, charge and spin (eV), listed in the same order as above: 4.122 4.463
Calculated total energy (a.u.), listed in the same order as above: -5079.20582 -2657.06174